Molecular formula: C12H16NO
Method: DFT, ωB97M-V/def2-TZVPD

Each line ends with the Mulliken charge.
Atoms and positions in Å:
C -3.877 -0.502 -0.002  -1.445
C -2.539 0.016 0.198  0.244
C -2.312 1.411 0.225  -0.570
C -1.085 1.988 0.150  -1.181
C 0.019 1.121 0.168  0.078
C -0.149 -0.300 0.383  0.369
C -1.414 -0.793 0.313  -0.404
C 1.140 -0.948 0.126  1.846
C 1.306 -2.196 1.065  -1.462
C 1.178 -1.372 -1.339  -1.488
C 2.210 0.093 0.287  0.159
O 3.432 0.056 0.123  -0.398
N 1.361 1.446 0.239  0.123
C 1.864 2.779 -0.271  -0.944
H -4.010 -0.952 0.956  0.366
H -4.513 0.315 -0.222  0.398
H -3.959 -1.265 -0.752  0.361
H -3.226 2.021 0.207  0.317
H -1.139 3.016 0.244  0.533
H -1.642 -1.869 0.340  0.340
H 1.652 -1.960 2.115  0.353
H 1.857 -3.043 0.545  0.403
H 0.376 -2.716 1.009  0.371
H 2.144 -1.897 -1.537  0.368
H 0.772 -0.589 -1.974  0.420
H 0.535 -2.269 -1.476  0.394
H 3.837 -0.846 0.273  0.443
H 1.269 3.154 -1.074  0.409
H 2.896 2.475 -0.736  0.286
H 2.013 3.625 0.415  0.311

For the relative energy (zero: lowest compared OMol25 entry of this formula, charge and spin), the calculation gives 1.202 eV. The structure (SMILES) is Cc1ccc2c(c1)C(C)(C)C(O)=[N+]2C. The LUMO energy is -0.15847 Ha. Its spin multiplicity is 1. Its net charge is +1.